(1)
{
  "formula": "C14H41N3O5",
  "method": "ωB97M-V/def2-TZVPD",
  "species": ["C", "O", "C", "C", "C", "N", "H", "H", "H", "H", "H", "H", "H", "H", "H", "H", "H", "C", "O", "C", "C", "C", "N", "H", "H", "H", "H", "H", "H", "H", "H", "H", "H", "H", "C", "O", "C", "C", "C", "N", "H", "H", "H", "H", "H", "H", "H", "H", "H", "H", "H", "C", "O", "H", "H", "H", "H", "C", "O", "H", "H", "H", "H"],
  "xyz": [[-7.509, 4.627, -1.241], [-8.208, 5.664, -2.029], [-9.147, 6.359, -1.238], [-10.358, 6.644, -2.151], [-10.045, 7.927, -3.017], [-11.687, 6.681, -1.533], [-8.222, 3.847, -0.974], [-7.106, 4.852, -0.254], [-6.692, 4.083, -1.716], [-9.564, 5.711, -0.467], [-8.743, 7.262, -0.781], [-10.332, 5.800, -2.839], [-9.760, 8.721, -2.326], [-10.929, 8.191, -3.597], [-9.335, 7.634, -3.791], [-11.746, 6.161, -0.669], [-11.854, 7.649, -1.298], [2.778, -4.922, -0.772], [4.116, -4.724, -0.236], [5.160, -5.357, -0.916], [5.804, -4.352, -1.945], [4.942, -3.994, -3.127], [7.061, -4.950, -2.449], [2.437, -5.888, -0.400], [2.805, -4.942, -1.862], [2.065, -4.151, -0.481], [5.972, -5.667, -0.258], [4.768, -6.267, -1.371], [5.969, -3.478, -1.313], [5.609, -3.702, -3.938], [4.201, -3.204, -3.008], [4.542, -4.947, -3.475], [7.622, -4.225, -2.875], [7.579, -5.314, -1.662], [8.850, -0.470, 2.026], [7.473, -0.229, 1.880], [6.677, -0.384, 3.067], [5.150, 0.030, 2.834], [4.307, -0.093, 4.051], [4.462, -0.508, 1.685], [8.934, -1.420, 2.554], [9.194, 0.362, 2.640], [9.476, -0.569, 1.139], [6.573, -1.447, 3.289], [7.060, 0.182, 3.917], [5.082, 1.084, 2.567], [4.292, -1.060, 4.554], [3.273, 0.056, 3.738], [4.507, 0.648, 4.825], [5.227, -0.425, 1.031], [4.459, -1.513, 1.782], [-3.816, -3.987, 2.183], [-4.091, -4.708, 3.481], [-3.438, -2.972, 2.311], [-2.950, -4.518, 1.788], [-4.645, -4.158, 1.497], [-4.277, -5.620, 3.247], [-0.993, 0.653, -0.615], [-0.248, 0.991, 0.598], [-0.357, 0.985, -1.435], [-1.053, -0.433, -0.681], [-1.979, 1.116, -0.585], [0.659, 0.680, 0.641]],
  "atomic_forces_ev_per_a": [[-0.98, -0.39, 0.06], [2.02, -1.29, 1.40], [-1.35, -0.44, -0.29], [0.82, 0.41, -1.18], [-1.22, -1.62, 0.46], [0.58, 0.89, -0.17], [-0.45, -0.12, -0.30], [-0.01, 1.29, -0.04], [-0.16, 0.71, -0.93], [0.33, -0.19, 0.43], [0.21, 0.07, 0.07], [-0.17, -0.12, -0.06], [0.28, 0.21, -0.46], [-0.21, 0.26, 0.25], [0.57, 0.39, 0.48], [0.15, -0.20, 0.06], [-0.40, 0.14, 0.22], [1.21, -0.67, -0.06], [-1.14, 0.85, 0.68], [-0.02, 0.61, -1.59], [0.13, -0.83, 1.09], [0.41, -0.56, -0.68], [-0.73, 0.11, 0.30], [-0.28, -0.07, -0.10], [-0.02, -0.05, -0.02], [0.53, 0.17, 0.37], [-0.25, 0.14, 0.57], [0.19, -0.17, -0.47], [0.21, 0.33, -0.01], [0.01, 0.32, -0.06], [-0.08, -0.31, 0.29], [-0.58, 0.18, -0.21], [0.15, 0.02, -0.08], [0.27, -0.03, 0.03], [-0.36, -0.16, 1.68], [-1.49, 0.33, -0.87], [-1.53, -0.19, -1.13], [1.13, 1.79, 0.12], [-0.89, -0.26, 1.15], [1.23, -1.18, -0.46], [0.51, -0.09, 0.33], [0.80, -0.19, 0.16], [-0.83, 0.37, -0.48], [0.57, -0.33, 0.39], [0.22, -0.01, 0.04], [0.75, 0.45, 0.37], [0.36, -0.30, -0.14], [-0.05, 0.16, -0.01], [0.24, 0.07, -0.08], [-0.18, 0.20, -1.26], [-0.54, -0.68, 0.14], [0.71, -2.42, 1.25], [0.15, 1.75, -1.28], [-0.86, 0.00, 0.48], [0.05, 0.01, -0.44], [-0.06, 0.66, 0.10], [0.01, 0.00, -0.12], [2.25, -0.35, 0.98], [-1.43, 0.43, 0.11], [-0.59, 0.20, -0.44], [-0.42, -0.06, -0.09], [0.33, 0.05, 0.10], [-0.11, -0.29, -0.64]],
  "smiles": "COC[C@H](C)N.COC[C@H](C)N.COC[C@H](C)N.CO.CO",
  "multiplicity": 1,
  "e_above_lowest_kcal_mol": 76.1
}

---

(2)
{
  "formula": "C3H13NO3",
  "method": "ωB97M-V/def2-TZVPD",
  "species": ["C", "N", "C", "C", "H", "H", "H", "H", "H", "H", "H", "O", "H", "H", "O", "H", "H", "O", "H", "H"],
  "xyz": [[0.147, -2.147, 1.062], [0.342, -1.711, -0.132], [-0.788, -1.995, -1.010], [-0.687, -1.214, -2.383], [-0.754, -1.782, 1.580], [0.933, -2.559, 1.712], [-0.683, -2.994, -1.424], [-1.708, -1.849, -0.415], [-1.508, -0.508, -2.522], [0.337, -0.899, -2.188], [-0.643, -1.942, -3.186], [-2.066, 3.902, -0.744], [-1.371, 3.841, -0.088], [-2.755, 4.482, -0.416], [2.715, -0.037, -0.351], [2.120, -0.802, -0.369], [2.255, 0.695, -0.771], [1.526, 2.836, 3.837], [1.017, 2.370, 3.174], [1.570, 2.312, 4.637]],
  "atomic_forces_ev_per_a": [[0.37, 2.29, 0.09], [0.76, -3.34, 0.48], [-0.99, 1.70, -1.21], [0.20, -0.80, 1.96], [-0.63, -1.46, -0.20], [0.16, 0.76, -0.29], [-0.04, -0.56, 1.21], [-0.14, -0.32, -0.61], [0.67, 0.34, -0.09], [-0.16, 1.22, -1.09], [-0.26, 0.11, -0.20], [-0.10, -0.26, -0.50], [-0.05, 0.20, 0.26], [0.16, 0.05, 0.25], [0.42, 0.08, 0.11], [-0.27, 0.17, -0.14], [-0.11, -0.18, -0.01], [0.21, 0.64, -0.09], [-0.04, -0.33, 0.14], [-0.16, -0.31, -0.06]],
  "smiles": "C=NCC.O.O.O",
  "multiplicity": 1,
  "e_above_lowest_kcal_mol": 64.8
}

---

(3)
{
  "formula": "C3H7N5",
  "method": "ωB97M-V/def2-TZVPD",
  "species": ["H", "N", "C", "C", "N", "N", "C", "N", "N", "H", "H", "H", "H", "H", "H"],
  "xyz": [[2.031, 1.922, -0.301], [1.398, 1.782, -0.960], [0.609, 0.638, -0.857], [-0.455, 0.212, -1.613], [-1.119, -0.720, -1.055], [-0.583, -0.881, 0.198], [-1.665, -0.852, 1.354], [0.571, -0.070, 0.307], [1.154, -0.145, 1.650], [-0.856, 0.782, -2.559], [-1.101, -1.609, 2.168], [-2.450, -1.625, 0.906], [-1.639, 0.299, 1.921], [0.822, 0.856, 2.030], [2.313, -0.374, 1.552]],
  "atomic_forces_ev_per_a": [[3.24, 0.27, 4.13], [-5.98, -4.23, -5.37], [6.25, 7.23, 3.54], [-2.05, 1.33, -4.47], [-0.80, 0.38, 2.24], [-1.29, -1.67, 0.88], [3.85, -2.17, 1.14], [-1.93, -2.62, 1.24], [1.50, 2.48, -2.10], [1.25, -1.70, 1.74], [-1.62, 2.35, -1.79], [0.81, 2.85, 1.09], [-1.14, -3.41, -2.09], [2.19, -2.67, -0.55], [-4.28, 1.58, 0.36]],
  "smiles": "[H]/N=c1/cnn(C)n1N",
  "multiplicity": 1,
  "e_above_lowest_kcal_mol": 159.7
}

---

(4)
{
  "formula": "C2H3NO3",
  "method": "ωB97M-V/def2-TZVPD",
  "species": ["O", "C", "O", "C", "N", "O", "H", "H", "H"],
  "xyz": [[0.677, -1.018, 1.805], [0.016, -0.409, 0.896], [-1.387, -0.552, 0.735], [0.789, 0.322, -0.049], [0.751, 0.641, -1.364], [-0.547, 0.897, -1.671], [-1.364, -0.138, -0.226], [1.919, 0.260, 0.354], [-0.593, 1.295, -2.610]],
  "atomic_forces_ev_per_a": [[-3.26, 2.58, -3.46], [-1.05, -3.85, 5.00], [3.73, 1.73, -2.90], [6.16, 0.75, -3.87], [-0.35, 0.24, 4.91], [-1.48, 0.54, -2.76], [-1.49, -1.00, 2.31], [-2.65, 0.16, -1.32], [0.39, -1.17, 2.08]],
  "smiles": "O=C(O)/C=N\\O",
  "multiplicity": 1,
  "e_above_lowest_kcal_mol": 98.8
}

---

(5)
{
  "formula": "CH4NOS",
  "method": "ωB97M-V/def2-TZVPD",
  "species": ["C", "N", "O", "S", "H", "H", "H", "H"],
  "xyz": [[-0.449, 0.856, 0.297], [0.567, 0.128, -0.423], [-0.247, -1.976, -0.623], [1.945, 0.030, 0.338], [-0.917, 0.369, 1.149], [-0.078, 1.701, 0.928], [-1.194, 1.069, -0.386], [0.373, -2.175, -1.282]],
  "atomic_forces_ev_per_a": [[0.78, -0.13, 2.12], [-0.43, -0.01, -0.34], [-1.71, 0.80, 1.83], [1.41, -0.30, 0.58], [-0.15, -1.27, -0.14], [0.23, 0.11, -1.31], [-1.70, 1.00, -1.22], [1.56, -0.20, -1.52]],
  "multiplicity": 1,
  "e_above_lowest_kcal_mol": 103.3,
  "charge": -1
}

---

(6)
{
  "formula": "C5H4FNS",
  "method": "ωB97M-V/def2-TZVPD",
  "species": ["C", "C", "F", "C", "C", "N", "C", "S", "H", "H", "H", "H"],
  "xyz": [[-1.431, -0.847, -0.542], [0.054, -0.630, -0.572], [0.652, -1.224, -1.611], [0.577, 0.386, 0.237], [-0.252, 1.131, 1.113], [-1.028, 1.809, 1.674], [1.939, 0.852, 0.513], [3.152, -0.073, 0.082], [-1.760, -1.847, -0.131], [-1.326, -1.039, -1.766], [-2.428, -0.122, -0.261], [1.848, 1.603, 1.265]],
  "atomic_forces_ev_per_a": [[-2.28, -1.36, -3.65], [-0.82, 3.44, 2.28], [0.24, 0.36, 1.49], [0.57, -1.29, -1.17], [-3.91, 1.26, 0.84], [2.01, -1.50, -0.89], [-1.24, -2.01, -0.47], [1.73, 0.09, -0.26], [0.77, 0.89, -0.39], [-2.03, 0.36, 2.70], [3.83, -1.33, -0.72], [1.12, 1.08, 0.23]],
  "smiles": "C/C(F)=C(\\C#N)C=S",
  "multiplicity": 1,
  "e_above_lowest_kcal_mol": 86.9
}

---

Question: Which formula does entry 1 have?
Answer: C14H41N3O5